{
  "formula": "CH20O8",
  "method": "ωB97M-V/def2-TZVPD",
  "charge": 2,
  "total_energy_ev": -17721.34643,
  "lumo_energy_ev": -7.9,
  "homo_lumo_gap_ev": 8.280,
  "de_lowest_kj_mol": 0.0,
  "homo_ev": -16.2,
  "symbols": ["O", "H", "H", "H", "O", "H", "H", "H", "O", "H", "H", "H", "C", "O", "H", "H", "H", "O", "H", "H", "O", "H", "H", "O", "H", "H", "O", "H", "H"],
  "positions_angstrom": [[-1.87, -17.06, -24.23], [-1.39, -16.23, -24.43], [-2.34, -16.96, -23.38], [-1.11, -17.80, -24.17], [2.53, -17.06, -24.29], [2.50, -16.10, -24.07], [3.12, -17.47, -23.62], [1.57, -17.46, -24.16], [0.36, -19.21, -21.29], [0.51, -19.10, -22.33], [1.17, -19.11, -20.76], [-0.31, -18.59, -20.97], [0.17, -19.68, -24.61], [0.34, -18.48, -23.81], [-0.75, -19.69, -25.20], [1.01, -19.88, -25.28], [0.01, -20.55, -23.95], [-1.99, -18.71, -26.91], [-2.87, -19.06, -26.74], [-2.12, -17.77, -27.09], [0.20, -22.90, -21.93], [0.93, -22.72, -22.52], [0.52, -23.61, -21.36], [1.97, -19.41, -27.82], [2.44, -19.61, -27.01], [2.09, -20.19, -28.37], [0.24, -23.12, -25.39], [1.05, -23.07, -24.88], [0.11, -22.24, -25.76]],
  "lowdin_charge": [0.26, 0.18, 0.18, 0.12, 0.27, 0.19, 0.18, 0.12, 0.27, 0.12, 0.18, 0.18, -0.15, -0.39, 0.07, 0.07, 0.08, -0.04, 0.06, 0.04, -0.06, 0.01, 0.05, -0.05, 0.01, 0.05, -0.03, 0.03, 0.02]
}